[1]
65
Properties=species:S:1:pos:R:3:forces:R:3:mulliken_charge:R:1 method="wB97M-V/def2-TZVPD" homo_energy_ev=-10.0 max_force_ha_per_bohr=0.014 e_lumo_ev=0.2598 e_above_lowest_kj_mol=12.7 smiles="COP(=O)(OC)OC.CO.CO.CO.CO.CO.CO.CO.CO" e_tot_ev=-45929.332
C -1.5458 -4.6020 -1.4350 0.04 -0.19 0.45 -0.613
O -1.8020 -3.2232 -1.6667 -0.08 -0.04 -0.09 -0.413
H -2.3847 -5.2435 -1.7068 0.02 0.10 -0.26 0.371
H -0.6571 -4.8876 -1.9921 -0.03 -0.08 -0.09 0.242
H -1.3602 -4.7883 -0.3714 0.06 0.11 -0.06 0.148
H -2.7421 -3.0934 -1.8114 -0.01 0.05 0.03 0.243
C 1.7323 -2.7217 -1.8720 -0.38 0.30 0.09 0.112
O 3.0204 -3.1641 -2.2492 0.02 -0.14 0.04 -0.595
H 1.0019 -3.2042 -2.5195 0.06 0.00 -0.07 0.276
H 1.4628 -2.9582 -0.8357 0.18 -0.15 -0.05 0.010
H 1.6161 -1.6370 -1.9881 0.04 -0.05 -0.04 -0.100
H 3.6190 -3.0536 -1.5078 0.05 0.05 0.02 0.328
C -1.3319 2.6599 -3.1735 -0.13 0.38 -0.09 -0.213
O -2.5395 3.0996 -3.8012 0.07 -0.01 0.01 -0.594
H -1.4265 1.6350 -2.8122 0.11 -0.03 0.03 0.121
H -0.5334 2.7380 -3.9078 -0.04 -0.15 -0.09 0.240
H -1.0484 3.3151 -2.3480 0.00 -0.08 0.06 0.122
H -3.0891 3.5346 -3.1457 -0.01 -0.07 -0.01 0.321
C -0.2457 -0.6638 0.4272 0.18 -0.25 0.52 1.159
O -1.0504 -0.6192 -0.7271 0.11 0.24 -0.22 -0.458
H 0.7574 -1.0842 0.2745 -0.13 0.09 -0.25 -0.548
H -0.1096 0.3521 0.7917 -0.04 0.02 -0.03 -0.161
H -0.6945 -1.2682 1.2248 -0.05 0.12 -0.04 -0.378
H -1.1340 -1.5099 -1.0870 -0.06 -0.15 0.03 0.317
C -2.8059 -1.9486 2.8709 -0.08 0.37 -0.19 -0.340
O -3.7001 -1.7578 3.9545 -0.05 -0.12 0.19 -0.548
H -3.0202 -1.2398 2.0610 0.02 -0.08 0.03 0.236
H -1.8028 -1.7400 3.2400 0.06 -0.15 -0.07 0.103
H -2.8530 -2.9569 2.4534 0.10 -0.06 0.10 0.233
H -4.4514 -2.3470 3.8615 -0.04 0.05 -0.06 0.307
C -0.2817 2.3154 3.3689 -0.24 -0.20 0.14 0.028
O -0.3071 1.9435 4.7426 0.04 -0.09 0.12 -0.577
H -0.7262 1.5338 2.7482 0.11 0.05 -0.09 -0.115
H -0.8371 3.2407 3.2013 0.06 0.04 -0.05 0.260
H 0.7614 2.4429 3.0878 0.01 0.07 -0.11 0.135
H -1.0468 1.3486 4.8936 0.00 0.12 -0.03 0.322
C -2.1369 2.4007 0.1537 -0.42 0.23 -0.50 -0.100
O -2.5049 3.6873 0.6620 0.04 -0.23 0.10 -0.546
H -2.3874 1.6386 0.8868 0.22 0.07 0.21 0.159
H -2.7151 2.1485 -0.7405 0.01 0.01 0.03 0.367
H -1.0849 2.3734 -0.1330 0.09 -0.11 0.22 -0.172
H -2.8295 4.2262 -0.0627 0.08 -0.01 0.02 0.294
C 0.3386 -4.0752 2.3000 -0.10 0.49 -0.05 -0.270
O 0.8146 -2.8291 2.8087 -0.07 -0.23 -0.09 -0.464
H 1.1379 -4.8127 2.2149 -0.02 -0.09 0.09 0.346
H -0.4906 -4.4555 2.9002 0.08 -0.15 0.04 0.341
H -0.0502 -3.8705 1.3027 0.05 0.00 -0.03 -0.202
H 0.9819 -2.9327 3.7487 0.06 0.03 0.04 0.266
C 1.8413 1.1505 -3.4078 0.27 -0.06 -0.36 -0.880
O 1.3907 1.9033 -2.2851 -0.40 -0.04 -0.17 0.298
P 2.4039 2.4763 -1.2369 0.34 0.29 0.15 0.707
O 3.7385 2.8118 -1.7400 0.05 -0.19 -0.03 -0.820
O 1.5489 3.6609 -0.6608 -0.32 -0.06 0.01 -0.282
C 2.1303 4.5399 0.3101 0.09 -0.13 0.22 -0.764
O 2.3982 1.4370 -0.0338 0.13 0.09 0.07 -0.050
C 3.4106 0.4297 0.0319 -0.01 -0.24 0.00 -0.681
H 2.3179 1.8009 -4.1427 -0.02 0.05 0.10 0.234
H 0.9676 0.6878 -3.8566 -0.07 -0.04 0.09 0.331
H 2.5604 0.3795 -3.1249 -0.07 -0.01 0.08 0.353
H 2.9198 4.0430 0.8773 0.00 -0.01 -0.08 0.326
H 1.3413 4.8238 1.0018 -0.05 0.07 -0.08 0.260
H 2.5409 5.4094 -0.1945 0.00 0.05 -0.01 0.238
H 3.8776 0.4799 1.0128 0.04 0.02 -0.01 0.265
H 4.1581 0.5661 -0.7492 0.04 0.09 0.08 0.391
H 2.9363 -0.5461 -0.0871 -0.01 0.04 0.03 0.073

***

[2]
76
Properties=species:S:1:pos:R:3:forces:R:3:mulliken_spin:R:1 method="wB97M-V/def2-TZVPD" homo_energy_ev="-4.5 / -8.9" multiplicity=4 max_force_ha_per_bohr=0.185 e_lumo_ev="-0.7894 / -3.6154" e_tot_ev=-51070.899
N -0.2728 -29.3560 18.7898 -0.33 0.95 -0.15 1.688
H -1.0797 -29.9601 18.7247 -1.02 -1.39 0.45 -0.353
H -0.5265 -28.6898 18.0743 0.22 1.06 -0.69 -0.312
H 0.5875 -29.8159 18.5281 1.06 -0.66 -0.26 0.151
H -0.1829 -28.9058 19.6894 -0.05 0.34 0.79 -0.288
N -0.3939 -33.1109 18.9618 -2.32 -0.64 -0.14 0.880
H -1.2380 -32.5705 18.8365 -0.20 0.86 0.07 -0.133
H 0.3990 -32.7486 18.4518 1.47 0.70 0.05 -0.161
H -0.6094 -33.9744 18.4844 -0.01 -1.05 0.02 0.008
H -0.3165 -33.3824 19.9315 1.01 0.07 0.79 0.025
Pd 3.0333 -29.0140 16.6956 -0.45 0.41 1.50 1.806
B 2.9381 -27.1531 18.1897 -0.09 -0.63 1.45 -0.044
H 3.9412 -27.3602 17.8503 4.54 -1.26 -1.72 0.064
H 2.8552 -26.1624 18.6090 0.00 3.57 1.00 0.008
H 2.2677 -27.2188 17.3468 -3.20 -0.55 -4.62 0.118
H 2.5452 -27.8516 18.9122 -1.23 -2.66 2.78 0.024
C 2.2635 -31.4576 17.4322 -2.35 -1.61 0.18 -1.148
O 1.8077 -32.5799 17.6492 -0.34 -1.09 1.60 0.014
O 2.7220 -31.1897 16.3353 3.40 1.63 -5.61 0.161
O 2.1426 -30.4245 18.1086 -0.42 3.08 4.28 0.422
C -2.1372 -39.6182 18.6826 0.79 -0.41 -0.75 0.000
O -1.5719 -38.4382 18.1242 -2.18 1.50 -0.05 0.000
C -2.5461 -37.3429 17.9787 1.64 0.82 0.38 0.002
C -1.7491 -35.9914 17.7800 -0.56 -1.72 -1.15 -0.013
N -0.5429 -35.8576 18.5453 1.27 -0.70 0.59 -0.015
C 0.6307 -35.7375 17.7137 3.82 -0.43 -0.45 0.006
C 1.9787 -35.8938 18.5403 -1.54 -0.18 0.83 -0.006
O 2.1223 -37.3345 18.9758 -0.10 2.12 -0.98 0.001
C 2.1089 -37.5311 20.3787 -0.49 1.09 0.09 0.000
H -2.6537 -39.4531 19.6282 0.42 0.02 0.26 0.000
H -1.2728 -40.2822 18.6815 -0.03 -0.10 0.97 0.000
H -2.8175 -40.1863 18.0482 -0.48 0.57 -0.54 0.000
H -3.1726 -37.1491 18.8494 0.07 -0.84 0.51 0.000
H -3.2219 -37.4658 17.1323 0.17 -0.29 -0.15 0.000
H -2.4181 -35.1679 18.0298 -0.25 0.02 -0.55 0.011
H -1.4162 -36.0169 16.7424 -0.67 0.60 -0.34 0.006
H -0.2799 -36.7666 18.8984 -0.77 -0.45 1.07 0.000
H 0.7697 -34.8340 17.1200 -0.52 0.34 0.11 -0.007
H 0.8240 -36.5605 17.0256 -0.99 -0.29 -0.53 0.001
H 1.9026 -35.1616 19.3442 -0.21 -0.63 1.08 0.005
H 2.8395 -35.4352 18.0536 0.20 -1.08 -0.83 0.002
H 1.4100 -36.8059 20.7956 -0.07 0.05 0.41 0.000
H 3.0802 -37.3366 20.8335 0.18 -0.20 -0.01 0.000
H 1.7287 -38.5147 20.6545 0.26 -0.17 -0.42 0.000
C -1.7340 -32.7747 15.0256 -0.04 -2.54 -1.57 0.347
O -2.5916 -33.6060 15.0803 -3.38 -1.48 -1.27 -0.055
N -1.0145 -32.4604 13.9916 0.21 -0.12 -3.81 -0.068
N -1.2640 -32.3073 16.0862 2.56 3.82 8.35 -0.052
H -1.4320 -32.9625 13.2210 1.20 0.42 -0.91 0.004
H -0.1967 -31.8692 14.0341 -0.37 -0.26 -0.54 0.001
H -1.9127 -32.1001 16.8321 0.11 -0.22 0.07 -0.153
H -0.3113 -32.0205 16.2602 -0.19 0.31 -0.48 0.122
C 4.3810 -34.0808 15.6569 4.06 -1.93 1.16 0.001
O 5.0495 -35.0531 15.2950 -0.81 0.33 -0.17 0.001
N 3.2731 -33.6303 15.1669 -2.48 0.22 -1.43 0.002
N 4.8258 -33.3086 16.6970 0.29 0.62 0.79 0.000
H 2.9460 -32.8068 15.6516 -0.88 -0.49 -0.77 -0.011
H 2.7580 -34.2484 14.5564 -0.10 0.54 0.07 0.000
H 5.7231 -33.5035 17.1176 -0.43 0.00 -0.15 0.001
H 4.1803 -32.6376 17.0884 0.80 -0.28 0.15 -0.017
C 2.9944 -30.9292 12.6165 3.29 -2.07 -0.86 0.005
O 4.0097 -31.5838 12.4289 0.33 -0.31 0.52 -0.001
N 2.3939 -30.3167 11.6821 -2.13 2.88 -6.14 0.007
N 2.3622 -30.7502 13.7148 -1.39 -0.42 5.84 -0.122
H 2.8252 -30.3996 10.7726 -0.42 0.27 0.01 0.001
H 1.5292 -29.8100 11.8066 0.36 -0.20 -0.34 -0.001
H 2.7737 -31.2109 14.5139 -0.50 0.37 0.06 0.024
H 1.6319 -30.0600 13.8164 0.31 -0.28 0.19 0.012
C 1.3440 -32.4082 21.7895 -2.40 -3.38 0.69 0.160
O 1.0067 -33.5575 21.4560 -0.01 0.31 0.16 -0.034
N 1.7586 -31.5335 20.9380 1.52 2.20 -2.00 -0.115
N 1.1403 -31.9277 23.0113 -0.24 0.95 3.01 -0.023
H 2.1591 -30.7086 21.3612 0.20 0.17 -1.08 -0.006
H 1.9524 -31.8789 20.0089 0.54 0.49 0.04 0.048
H 0.5051 -32.3301 23.6856 0.32 -0.56 -0.51 0.001
H 1.4463 -31.0098 23.3013 0.00 -0.13 -0.37 -0.003

***

[3]
82
Properties=species:S:1:pos:R:3:forces:R:3:mulliken_charge:R:1 method="wB97M-V/def2-TZVPD" homo_energy_ev=-9.7 max_force_ha_per_bohr=0.067 e_lumo_ev=0.4220 e_above_lowest_kj_mol=0.0 smiles="NC(N)=O.NC(N)=O.NC(N)=O.NC(N)=O.NC(N)=O.NC(N)=O.NC(N)=O.NC(N)=O.CO.CO.CO" e_tot_ev=-58492.851
C 3.9246 -2.5426 1.7428 0.44 -0.96 -0.13 -0.521
O 4.2689 -2.0915 0.4438 -0.25 0.24 -0.61 -0.527
H 3.6703 -1.6752 2.3549 0.11 -0.33 0.38 0.218
H 3.0791 -3.2556 1.7073 0.22 0.44 0.09 0.232
H 4.8154 -3.1291 2.0838 -0.75 0.78 0.12 0.256
H 3.4705 -1.7054 0.0456 0.12 -0.15 0.35 0.263
C -2.0877 4.7182 2.2539 -0.45 -0.52 1.72 -0.474
O -2.5114 3.3652 1.9476 0.18 0.32 -0.02 -0.513
H -1.1283 4.9809 1.8323 0.16 -0.03 -0.33 0.137
H -2.8790 5.3954 1.9547 0.06 0.33 -0.11 0.288
H -1.9994 4.7849 3.3832 -0.10 -0.15 -1.32 0.217
H -2.9635 3.3835 1.0970 0.08 0.05 0.02 0.263
C 2.0473 3.2931 -4.0901 -1.22 1.22 0.61 -0.692
O 1.5636 2.2511 -3.2550 1.17 0.13 0.55 -0.365
H 2.2054 4.1915 -3.4674 0.29 -0.16 -0.13 0.165
H 2.9692 3.0966 -4.6318 -0.09 -0.37 -0.19 0.287
H 1.2027 3.6035 -4.7142 0.42 -0.33 -0.47 0.266
H 2.2068 2.2979 -2.5107 -0.43 -0.63 -0.33 0.344
C 1.8723 5.1327 0.8554 1.68 -0.34 -0.84 0.570
O 0.9985 5.8771 1.1906 -2.22 1.23 0.97 -0.695
N 2.6418 4.5066 1.7645 -0.57 0.29 0.60 -0.348
N 2.1631 4.9619 -0.4464 0.49 -0.90 -0.20 -0.281
H 2.4596 4.9016 2.6540 0.30 -0.20 0.97 0.203
H 3.3824 3.8861 1.5983 0.77 -0.59 -0.34 0.180
H 1.4980 5.4235 -0.9949 -0.56 0.66 -1.24 0.176
H 3.0648 4.7240 -0.8113 0.05 -0.29 0.00 0.177
C -1.0517 -3.2136 3.0622 0.16 1.58 1.50 0.562
O -1.2889 -3.7585 1.9961 0.29 0.03 -0.41 -0.691
N -0.2049 -2.0978 3.2032 0.69 0.06 -0.95 -0.144
N -1.6780 -3.6180 4.2566 0.94 1.61 -0.04 -0.509
H 0.1522 -1.7325 4.1169 -0.85 -0.95 -1.34 0.192
H 0.3220 -1.7119 2.3370 -1.00 -1.06 1.73 0.077
H -1.9748 -2.8175 4.8395 0.21 -0.92 -0.53 0.241
H -2.3661 -4.3324 4.1470 -0.34 -0.17 -0.22 0.270
C 2.0726 -2.5074 -3.1706 -0.25 1.09 -0.72 0.648
O 3.1504 -1.9749 -3.3829 0.97 0.29 0.04 -0.771
N 2.0022 -3.6829 -2.5450 -0.82 1.01 0.24 -0.365
N 0.9429 -1.8891 -3.6145 0.71 -0.49 -0.10 -0.364
H 1.1673 -4.1835 -2.5579 -1.09 -1.13 0.10 0.166
H 2.8781 -4.0853 -2.4717 1.57 -1.35 0.43 0.238
H 1.2157 -0.9856 -3.9548 -0.71 0.43 -0.07 0.266
H 0.0528 -2.0742 -3.2127 -0.58 0.27 0.22 0.181
C -4.2080 -3.1004 -0.3385 -1.77 0.29 -0.62 0.534
O -5.2267 -2.7093 -0.9164 -0.57 0.03 -0.20 -0.822
N -3.2468 -3.7281 -1.0299 0.97 -0.92 -1.47 -0.316
N -4.0114 -2.9243 0.9463 2.17 -0.40 2.20 -0.119
H -3.6175 -3.9777 -1.9529 0.55 -0.02 0.61 0.256
H -2.8017 -4.4676 -0.5118 0.36 -0.12 -0.18 0.236
H -4.7855 -2.7040 1.5142 -0.71 0.61 0.46 0.211
H -3.1177 -3.1381 1.4553 -1.14 0.16 -0.95 0.064
C -3.3606 0.0130 2.7188 -0.83 0.85 0.51 0.520
O -3.5090 -1.1046 3.1156 0.15 -3.07 0.64 -0.588
N -2.3843 0.4193 1.9146 1.75 -0.37 -1.44 -0.077
N -4.2713 0.9582 3.0466 -0.48 1.22 0.03 -0.507
H -1.6539 -0.2368 1.6825 -0.15 -0.18 0.20 -0.063
H -2.1273 1.3722 1.7728 -0.20 0.70 0.14 0.346
H -4.8856 0.7351 3.8078 0.05 -0.21 0.07 0.265
H -3.8705 1.8695 3.0773 -0.16 0.95 -0.05 0.198
C -3.1777 -0.4552 -2.2986 -1.16 -1.10 -1.60 0.450
O -1.9633 -0.2228 -2.4099 -1.08 0.11 -0.12 -0.667
N -3.8956 -0.3763 -1.1516 1.34 0.84 -0.84 -0.309
N -3.9641 -0.8910 -3.4306 0.86 1.37 3.03 -0.522
H -4.8298 -0.7415 -1.1234 -0.03 -0.25 0.27 0.293
H -3.3247 -0.3336 -0.3257 -0.28 0.14 0.45 0.158
H -3.3886 -1.0551 -4.2177 0.12 -0.54 -0.77 0.255
H -4.7372 -1.4869 -3.1509 0.29 -0.09 -0.60 0.250
C 4.4105 1.1180 -1.0087 -0.23 -0.43 -0.68 0.376
O 3.7442 2.1216 -1.3271 0.45 -0.86 0.74 -0.606
N 5.3409 1.1398 0.0277 -0.10 -0.60 1.32 -0.577
N 4.3830 -0.0694 -1.7182 0.47 0.17 1.39 -0.241
H 5.5806 0.2356 0.4594 -0.19 0.21 -0.99 0.286
H 5.1016 1.7017 0.8445 -0.09 0.52 -0.89 0.249
H 4.8299 -0.8808 -1.2780 0.02 0.68 -0.23 0.339
H 3.5384 -0.3897 -2.1618 -0.18 0.49 -0.75 0.183
C 0.7916 -0.4228 0.0452 -1.84 -0.87 -1.41 0.577
O 1.4214 -0.8763 1.0019 0.22 0.22 0.17 -0.992
N 1.0847 0.7558 -0.5938 -0.87 -1.43 0.39 -0.043
N -0.3257 -1.1521 -0.4827 2.11 0.69 1.65 0.238
H 1.9279 1.2502 -0.3646 0.09 0.09 -0.10 -0.040
H 0.6640 0.8481 -1.5045 0.16 0.52 -0.14 0.223
H -0.4933 -2.0304 0.0245 -0.07 0.68 -0.56 0.151
H -0.9681 -0.7742 -1.1938 0.21 -0.13 0.29 0.012